[1]
{"formula": "C8H21PSi2", "method": "ωB97M-V/def2-TZVPD", "gap_ev": 9.29, "lumo_energy_ev": 0.2, "homo_ha": -0.335, "elements": ["P", "Si", "Si", "C", "C", "C", "C", "C", "C", "C", "C", "H", "H", "H", "H", "H", "H", "H", "H", "H", "H", "H", "H", "H", "H", "H", "H", "H", "H", "H", "H", "H"], "coordinates": [[1.095, -1.507, -1.647], [-1.473, -0.119, -0.732], [1.259, 0.722, 0.893], [0.749, 2.452, 1.659], [-1.923, -1.841, -0.418], [0.400, 0.171, -0.758], [2.566, -1.083, -2.407], [1.297, -0.886, 1.895], [3.173, 0.815, 0.570], [-1.915, 0.377, -2.577], [-2.455, 1.029, 0.335], [-1.319, 1.344, -2.762], [-2.990, 0.643, -2.596], [-2.988, -1.890, 0.057], [2.899, -0.106, -2.191], [0.210, 2.292, 2.593], [3.719, -0.124, 0.748], [0.414, 1.051, -1.426], [-3.084, 0.774, 1.186], [-2.026, -2.536, -1.278], [0.094, 3.070, 0.996], [-1.279, -2.461, 0.252], [-1.713, 1.757, 0.736], [1.683, 3.070, 1.775], [-3.089, 1.643, -0.382], [0.328, -1.306, 1.835], [3.712, 1.651, 1.077], [3.272, -1.920, -2.841], [3.167, 0.960, -0.546], [2.004, -1.731, 1.726], [1.461, -0.672, 2.982], [-1.585, -0.347, -3.231]], "mulliken_charge": [0.096, 0.357, 0.674, -1.241, -1.101, -0.342, -0.582, -1.244, -1.043, -1.239, -0.943, 0.272, 0.349, 0.312, 0.284, 0.384, 0.268, 0.364, 0.379, 0.380, 0.357, 0.363, 0.112, 0.337, 0.275, 0.330, 0.352, 0.224, 0.127, 0.335, 0.389, 0.417]}

=====

[2]
{"formula": "C2H6NP", "method": "ωB97M-V/def2-TZVPD", "gap_ev": 9.73, "lumo_energy_ev": 1.1, "homo_ha": -0.316, "elements": ["P", "N", "C", "C", "H", "H", "H", "H", "H", "H"], "coordinates": [[0.922, 1.242, -0.405], [-1.689, 1.321, 0.213], [0.390, -0.478, -0.423], [-1.707, 0.111, 0.026], [0.303, -0.951, -1.388], [0.628, -1.123, 0.407], [2.285, 0.955, -0.556], [-2.529, 1.853, 0.437], [1.064, 1.337, 0.979], [-2.436, -0.684, 0.030]], "mulliken_charge": [-0.061, -0.430, -0.770, -0.075, 0.388, 0.357, 0.030, 0.228, 0.009, 0.323]}

=====

[3]
{"formula": "C3H5O3", "method": "ωB97M-V/def2-TZVPD", "total_charge": 1, "gap_ev": 11.43, "lumo_energy_ev": -5.0, "homo_ha": -0.603, "elements": ["O", "O", "O", "C", "C", "C", "H", "H", "H", "H", "H"], "coordinates": [[-0.532, -0.535, 0.199], [1.820, -0.767, 0.186], [0.572, 1.427, -0.413], [2.864, -0.260, -0.076], [0.248, 0.350, -0.026], [-2.004, -0.316, -0.021], [-2.243, 0.344, -0.827], [3.721, -0.843, -0.387], [-2.452, -1.302, 0.008], [3.076, 0.880, -0.067], [-2.522, 0.272, 0.695]], "mulliken_charge": [-0.143, -0.327, -0.289, 0.018, 0.868, -0.635, 0.352, 0.296, 0.287, 0.219, 0.355]}

=====

[4]
{"formula": "C21H32O2", "method": "ωB97M-V/def2-TZVPD", "gap_ev": 8.52, "lumo_energy_ev": 0.4, "homo_ha": -0.297, "elements": ["O", "O", "C", "C", "C", "C", "C", "C", "C", "C", "C", "C", "C", "C", "C", "C", "C", "C", "C", "C", "C", "C", "C", "H", "H", "H", "H", "H", "H", "H", "H", "H", "H", "H", "H", "H", "H", "H", "H", "H", "H", "H", "H", "H", "H", "H", "H", "H", "H", "H", "H", "H", "H", "H", "H"], "coordinates": [[2.442, -1.950, 1.806], [2.092, -1.165, -0.446], [-7.546, -0.769, 0.635], [-6.085, 0.914, -0.171], [-1.253, 0.912, 0.838], [-3.533, -1.113, -0.717], [-4.131, -0.050, -1.597], [1.172, -1.907, 2.089], [1.177, 1.832, 0.574], [5.768, 0.614, -1.392], [-0.101, 1.395, 1.182], [-7.105, -0.102, -0.790], [-4.845, 0.819, -0.408], [-2.215, -1.164, -0.130], [3.537, 1.855, 1.156], [4.436, -1.702, 0.243], [-1.293, 0.163, -0.278], [4.050, 2.008, -0.337], [2.868, -1.803, 0.432], [5.343, 1.569, -0.592], [4.770, -1.707, -1.156], [4.667, -0.419, -1.807], [2.350, 1.689, 1.307], [-1.805, -2.085, 0.551], [4.301, 1.975, 1.843], [-0.105, -0.551, -0.523], [5.739, -2.145, -1.084], [1.109, 1.042, 0.011], [-6.687, -0.653, -1.324], [3.626, -0.108, -1.954], [4.031, 3.276, -0.271], [6.222, 2.218, -0.440], [-2.135, 0.855, 1.497], [6.746, 0.426, -1.407], [4.828, -0.519, -2.823], [4.765, -0.901, 0.711], [1.057, -2.173, 2.967], [-6.719, -1.406, 0.900], [-1.414, 0.494, -1.101], [0.803, -0.799, 2.017], [3.258, 1.799, -1.056], [0.534, -2.487, 1.176], [-3.486, 0.491, -2.038], [-4.818, -0.477, -2.187], [-8.254, -1.441, 0.250], [1.034, 2.666, 0.044], [2.247, 1.432, 2.642], [4.128, -2.364, -1.969], [-7.790, -0.040, 1.330], [-7.907, 0.582, -0.907], [-0.239, 2.017, 2.234], [-4.041, 1.711, -0.209], [4.671, -2.719, 0.800], [-6.156, 1.841, 0.365], [-4.106, -1.874, -0.483]], "mulliken_charge": [-0.360, -0.580, -1.127, -0.264, 0.137, 0.001, -1.660, -0.353, -0.624, -0.826, -1.216, -0.962, 0.027, -0.414, -0.184, -0.716, -1.030, 0.147, 0.336, -0.733, -0.389, -0.641, -0.175, 0.038, 0.582, -0.236, 0.331, 0.021, 0.686, 0.297, 0.262, 0.272, 0.426, 0.551, 0.511, 0.416, 0.591, 0.267, 1.594, 0.015, 0.348, 0.121, 0.590, 0.522, 0.362, 0.889, -0.045, 0.161, 0.420, 0.309, -0.083, 0.134, 0.310, 0.359, 0.588]}

=====

[5]
{"formula": "C19H21Cl2O", "method": "ωB97M-V/def2-TZVPD", "total_charge": 1, "gap_ev": 6.67, "lumo_energy_ev": -5.0, "homo_ha": -0.430, "elements": ["Cl", "Cl", "O", "C", "C", "C", "C", "C", "C", "C", "C", "C", "C", "C", "C", "C", "C", "C", "C", "C", "C", "C", "H", "H", "H", "H", "H", "H", "H", "H", "H", "H", "H", "H", "H", "H", "H", "H", "H", "H", "H", "H", "H"], "coordinates": [[-2.987, -7.093, -0.423], [4.873, 2.711, -3.646], [0.613, 0.976, 1.163], [-1.519, -1.306, -0.450], [2.539, 2.969, -2.314], [0.073, 0.561, -0.769], [-0.968, -3.694, -0.958], [1.254, 1.070, -1.469], [0.094, 1.945, 2.143], [-1.316, -5.043, -0.946], [0.153, 3.348, 1.566], [-0.305, -0.798, -0.869], [-1.873, -2.696, -0.499], [3.352, 0.706, -2.672], [-3.505, -4.470, -0.042], [-1.328, 1.510, 2.415], [1.428, 2.459, -1.649], [-2.577, -5.435, -0.473], [3.507, 2.090, -2.826], [0.935, 1.865, 3.412], [2.250, 0.205, -1.977], [-3.158, -3.125, -0.067], [2.661, 4.040, -2.447], [-2.267, -0.614, -0.053], [0.018, -3.407, -1.321], [-1.823, 2.229, 3.081], [0.941, 0.835, 3.787], [-0.334, 4.049, 2.259], [-0.615, -5.796, -1.297], [-4.484, -4.788, 0.306], [4.091, 0.030, -3.095], [1.964, 2.187, 3.211], [-1.905, 1.445, 1.486], [0.664, 3.144, -1.277], [-0.367, 3.405, 0.603], [-0.717, 1.275, -0.549], [0.521, 2.516, 4.194], [-1.329, 0.529, 2.907], [2.175, -0.872, -1.824], [-3.876, -2.369, 0.255], [0.414, -1.482, -1.324], [1.194, 3.669, 1.434], [1.541, 1.220, 1.015]], "mulliken_charge": [-0.157, -0.157, -0.440, -0.229, -0.957, 0.270, -0.300, 0.372, 1.446, -0.855, -1.543, -0.508, 0.741, -0.934, -0.729, -1.499, -0.003, 0.434, 0.449, -1.661, -0.227, -0.395, 0.424, 0.295, 0.329, 0.437, 0.387, 0.473, 0.408, 0.411, 0.414, 0.442, 0.270, 0.346, 0.287, 0.674, 0.389, 0.385, 0.333, 0.366, 0.012, 0.380, 0.419]}

=====

[6]
{"formula": "C29H41InN5O2S", "method": "ωB97M-V/def2-TZVPD", "total_charge": -1, "gap_ev": 5.42, "lumo_energy_ev": 2.4, "homo_ha": -0.109, "elements": ["In", "S", "O", "O", "N", "N", "N", "N", "N", "C", "C", "C", "C", "C", "C", "C", "C", "C", "C", "C", "C", "C", "C", "C", "C", "C", "C", "C", "C", "C", "C", "C", "C", "C", "C", "C", "C", "C", "H", "H", "H", "H", "H", "H", "H", "H", "H", "H", "H", "H", "H", "H", "H", "H", "H", "H", "H", "H", "H", "H", "H", "H", "H", "H", "H", "H", "H", "H", "H", "H", "H", "H", "H", "H", "H", "H", "H", "H", "H"], "coordinates": [[-0.536, -0.151, -1.612], [-1.599, 2.437, -2.219], [-2.233, -0.842, -2.971], [-0.231, 0.950, 0.377], [-1.466, 3.644, 0.169], [-3.281, 2.296, -0.221], [-1.997, -0.977, -0.088], [-1.594, -0.732, 1.214], [1.146, -1.273, -1.822], [4.294, 0.304, -3.063], [-3.135, -2.513, -1.539], [-3.094, -2.898, 0.931], [1.007, 0.751, 5.205], [1.664, 1.203, 4.070], [-2.107, 2.789, -0.645], [3.933, 0.278, 0.105], [-3.261, -2.712, -4.009], [-0.078, 4.055, -0.046], [4.102, -0.653, 1.115], [-3.956, 2.609, 1.025], [0.037, 5.309, -0.907], [-3.487, 1.797, 2.232], [-0.242, 0.154, 5.086], [2.113, -4.140, -1.431], [1.870, -3.472, -0.072], [2.170, -1.049, -0.963], [1.080, 1.048, 2.822], [-0.702, 0.213, 1.319], [2.495, -2.085, -0.007], [2.134, 1.520, -2.996], [-2.835, -1.944, -2.768], [-0.822, -0.012, 3.839], [3.294, 1.022, -2.139], [-0.160, 0.426, 2.694], [3.419, -1.857, 0.998], [-2.709, -2.064, -0.266], [0.377, -3.480, 0.277], [3.043, 0.097, -0.948], [-2.471, 2.058, 2.530], [-3.858, -2.382, 1.517], [2.493, 2.303, -3.673], [4.548, 1.176, 0.115], [-3.622, 1.524, -0.773], [3.603, -2.647, 1.721], [-2.475, -3.427, -4.261], [1.586, 1.368, 1.920], [-3.689, -3.442, -1.556], [3.823, -0.597, -3.463], [-3.380, -2.025, -4.845], [2.385, -4.074, 0.686], [-2.227, -3.027, 1.575], [-0.343, 5.102, -1.906], [0.212, -3.021, 1.255], [5.191, 0.009, -2.517], [-0.176, -2.917, -0.471], [3.795, 1.912, -1.739], [0.460, 3.234, -0.513], [-0.766, -0.186, 5.971], [1.336, 1.946, -2.388], [1.730, -5.166, -1.430], [-5.019, 2.431, 0.863], [4.583, 0.950, -3.900], [-1.740, 3.598, 1.138], [2.638, 1.670, 4.155], [1.605, -3.564, -2.204], [3.181, -4.170, -1.658], [1.083, 5.610, -0.979], [-3.476, -3.867, 0.616], [0.357, 4.227, 0.937], [-1.785, -0.494, 3.733], [-3.483, 0.734, 1.992], [-4.187, -3.259, -3.840], [-4.151, 1.971, 3.081], [-3.839, 3.679, 1.217], [-0.537, 6.132, -0.477], [1.713, 0.710, -3.589], [4.783, -0.469, 1.938], [-0.005, -4.506, 0.300], [1.472, 0.845, 6.179]], "mulliken_charge": [0.897, -0.420, -0.822, -0.742, -0.115, 0.061, 0.242, -0.170, -0.264, -1.612, -1.283, -1.423, -0.437, -0.986, 0.434, -0.915, -1.445, -0.048, -1.184, -1.001, -1.383, -0.339, -0.876, -1.740, 0.160, 0.153, 0.114, -0.126, 0.624, -1.396, 0.981, -0.009, 0.578, 0.214, -0.655, 1.043, -0.879, 1.017, 0.101, 0.312, 0.494, 0.302, 0.252, 0.281, 0.268, 0.393, 0.174, 0.308, 0.347, 0.581, 0.299, 0.265, 0.133, 0.353, -0.151, 0.359, -0.042, 0.391, -0.030, 0.473, 0.445, 0.442, 0.272, 0.404, 0.212, 0.402, 0.416, 0.394, 0.387, 0.416, -0.044, 0.394, 0.502, 0.325, 0.390, 0.285, 0.363, 0.500, 0.388]}